# 1
ORCA calculation (the ωB97M-V functional and the def2-TZVPD basis) on a structure of composition C23H31N3P2RhS.

F_max   2.686 eV/Å
Relative energy (zero: lowest compared OMol25 entry of this formula, charge and spin)   13.8 kJ/mol
DFT total energy   -61236.3726 eV
Charge   +1
Kohn-Sham gap (alpha / beta)   0.17433 / 0.20755 hartree
⟨S²⟩   6.04
Multiplicity   5
Highest occupied orbital energy (alpha / beta)   -0.254 / -0.385 Eh

Each line ends with the Mulliken spin population.
Atoms and positions in Å:
Rh 0.41899 -0.64157 -0.09201  1.219
S -1.17296 0.53693 -1.47301  0.089
P 2.32969 -0.41329 -1.21009  0.089
P 0.47350 -1.05910 2.09228  -0.056
N -0.95096 2.99396 -0.15753  0.147
N -2.81918 1.95452 0.20278  0.115
N 0.18694 -2.54360 -0.66434  0.496
C -1.65825 -4.08384 -0.51253  -0.041
C -0.90680 -0.88981 3.28991  -0.014
C 0.84938 -2.86162 2.17909  -0.013
C -2.88877 3.15803 0.90368  0.037
C 1.79360 -0.08150 2.82516  0.082
C -0.55623 -3.41317 0.12151  0.134
C 1.58744 -2.84693 -4.09281  0.155
C 1.54447 -2.58636 -2.72295  -0.040
C 3.77176 0.09358 -0.24441  0.039
C -1.85871 -3.83711 -1.88244  0.491
C -0.76416 -3.47420 -2.67964  -0.015
C 0.34945 -2.85763 -2.01261  0.095
C 2.26044 0.73066 -2.62916  0.010
C -0.67397 -3.69863 -4.08416  0.120
C -2.45201 -4.95573 0.28693  0.115
C 2.75323 -2.01949 -2.00083  -0.004
C 0.48649 -3.38384 -4.76174  -0.029
C 0.38672 3.37222 -0.60230  0.025
C -0.26709 -3.63223 1.49536  -0.029
C -1.72688 3.81027 0.66574  -0.012
C -1.05275 -4.53311 2.21097  0.140
C -2.13685 -5.17542 1.61310  -0.015
C -1.64592 1.86805 -0.46245  0.509
H 0.57195 -3.57670 -5.82836  0.003
H -1.36532 4.77298 0.98357  0.002
H 1.60572 0.33614 -3.41482  0.004
H -3.75292 3.43882 1.46994  0.008
H 2.50206 -2.61223 -4.63117  0.010
H -3.52113 1.22135 0.18022  -0.004
H 3.57180 -1.85857 -2.71562  0.000
H -2.31343 -0.23802 -1.76246  0.047
H 3.48053 0.93622 0.39551  -0.007
H 0.41144 3.49042 -1.69120  0.003
H -3.27526 -5.49042 -0.18517  0.004
H -1.16667 0.17660 3.34865  0.012
H 4.58119 0.40418 -0.91893  -0.001
H 1.94954 -0.35738 3.87350  0.004
H -1.51841 -4.16424 -4.59051  0.004
H 4.10970 -0.73870 0.38518  0.007
H -0.93972 -0.55685 0.82724  0.079
H 3.27116 0.86205 -3.04018  -0.001
H 2.72430 -0.20708 2.26423  -0.004
H 0.60753 4.33512 -0.13250  0.001
H -2.72126 -5.86949 2.22225  0.003
H 3.11919 -2.69505 -1.20717  -0.005
H 1.48225 0.96847 2.77122  -0.004
H -0.60849 -1.25101 4.28809  -0.001
H 1.83267 -3.04233 1.71338  -0.011
H -2.75882 -4.21547 -2.36489  -0.003
H 0.92229 -3.16275 3.23204  -0.003
H 1.86958 1.70255 -2.30693  -0.005
H -0.80726 -4.70484 3.26105  0.007
H 1.14616 2.64788 -0.28190  0.011
H -1.78173 -1.45980 2.94633  0.003



# 2
ORCA calculation (the ωB97M-V functional and the def2-TZVPD basis) on the molecule C23H31NO4.

F_max   0.465 eV/Å
Relative energy (zero: lowest compared OMol25 entry of this formula, charge and spin)   332.9 kJ/mol
DFT total energy   -34033.2495 eV
SMILES string   COc1cc(CN2CCC(CO)(CCOc3ccccc3)CC2)cc(OC)c1
Kohn-Sham gap   0.33454 hartree
Multiplicity   1
Highest occupied orbital energy   -0.310 Eh

Each line ends with the Löwdin charge.
Atoms and positions in Å:
O -3.50123 -3.14895 1.31130  -0.041
O -0.58082 1.40846 -0.51951  -0.078
O 5.88174 0.50716 -3.09322  -0.080
O 1.99668 2.99013 -3.77373  -0.073
N 1.67165 0.80289 0.92436  -0.202
C -5.14198 -1.41169 0.76342  -0.028
C 6.79196 -0.20072 -2.28882  -0.092
C 2.50066 2.29285 -1.50041  0.016
C -0.76159 -0.47877 1.09838  -0.416
C -0.42304 0.60518 2.14782  -0.097
C 1.08500 0.86995 2.24981  -0.161
C -7.38634 -1.72210 1.57779  -0.107
C 3.34025 1.58082 -0.65654  -0.212
C 1.71253 -0.57278 0.44634  -0.154
C 0.47819 -1.36300 0.89706  -0.112
C -2.44054 -2.43051 0.71631  -0.185
C 4.78417 1.06072 -2.50406  -0.262
C -6.45437 -0.98203 0.87562  -0.087
C -5.69560 -3.35059 2.06811  -0.012
C -1.92458 -1.32686 1.64657  -0.119
C 4.47968 0.96437 -1.14856  0.010
C 2.96234 1.46135 0.79755  -0.137
C -4.75035 -2.60423 1.36167  -0.267
C 0.78386 3.55948 -3.33140  -0.076
C -1.19601 0.18479 -0.23403  -0.207
C 2.78011 2.36013 -2.86082  -0.257
C 3.92774 1.74827 -3.35432  0.075
C -6.99872 -2.91246 2.17341  -0.089
H -6.74396 -0.05376 0.40490  0.104
H 2.61814 -1.08805 0.81193  0.129
H -8.40552 -1.37681 1.66116  0.097
H 3.75000 0.92100 1.35107  0.128
H 0.33835 1.35398 -0.18376  0.039
H -0.93089 1.52909 1.86882  0.123
H 0.28277 3.91447 -4.23052  0.093
H -5.37744 -4.27545 2.52316  0.116
H -2.74083 -2.02896 -0.25704  0.120
H 0.96245 4.40605 -2.66079  0.097
H 6.32389 -1.07363 -1.82150  0.094
H 1.63300 2.77645 -1.08575  0.106
H 0.27357 -2.13733 0.15769  0.115
H 5.11638 0.41769 -0.47104  0.104
H -1.01802 -0.52453 -1.05835  0.128
H -0.79073 0.30457 3.12965  0.118
H 2.86753 2.46206 1.23039  0.131
H -7.71706 -3.50205 2.72359  0.102
H -1.66779 -3.18609 0.55519  0.128
H 0.68966 -1.86187 1.84530  0.124
H 1.55933 0.14949 2.93668  0.128
H -2.26973 0.39939 -0.19937  0.121
H -2.75647 -0.66098 1.88898  0.122
H -1.61131 -1.80752 2.57694  0.129
H 7.22607 0.43811 -1.51250  0.095
H 7.58108 -0.53484 -2.96071  0.093
H -4.44343 -0.80990 0.20342  0.096
H 4.15488 1.80542 -4.40546  0.131
H 1.24923 1.86974 2.65819  0.124
H 0.15175 2.82427 -2.82464  0.086
H 1.77373 -0.54188 -0.64569  0.130